Computed, not measured: a molecular structure, C31H67GaN2O9SSi4, with the ωB97M-V functional and the def2-TZVPD basis.

Geometry as XYZ:
```
115
Properties=species:S:1:pos:R:3:forces:R:3:mulliken_charge:R:1
Ga 0.001673 -0.966685 0.903592 -0.177 0.267 0.286 -3.762
C -1.362519 -4.423287 2.758177 0.098 0.214 0.061 -1.188
O -1.016551 -3.073658 2.485422 -0.061 -0.164 -0.113 0.105
Si -0.980548 -1.911046 3.675975 -0.018 0.124 -0.008 0.794
C -2.667878 -1.872126 4.483688 -0.063 0.079 0.000 -1.497
C 0.150717 -2.558964 5.023313 0.087 0.040 0.049 -1.326
C -0.450939 -0.346368 2.778272 0.052 -0.336 -0.376 2.838
Si 1.117437 0.399023 3.551248 -0.032 -0.007 0.238 0.808
C 2.497804 -0.883942 3.687202 0.011 -0.073 -0.108 -0.937
C 1.837303 1.853247 2.626977 -0.135 -0.028 -0.159 -1.338
C 0.773574 1.006671 5.303467 -0.013 0.004 0.034 -1.421
Si -1.843876 0.933920 2.590969 -0.106 0.172 0.169 0.206
C -2.458744 1.621646 4.229823 -0.007 0.012 0.044 -1.225
C -1.268304 2.407259 1.583019 0.099 -0.082 -0.061 -0.911
C -3.409545 0.278801 1.769200 0.091 -0.186 -0.105 -0.794
H -2.224980 -4.486649 3.428324 0.000 -0.029 -0.031 0.323
H -0.523047 -4.950540 3.221896 -0.012 -0.013 -0.012 0.305
H -1.617668 -4.907615 1.821162 -0.029 -0.046 -0.145 0.227
H -2.883174 -2.855118 4.910966 0.008 0.016 -0.009 0.479
H -3.466716 -1.624824 3.784895 0.004 -0.012 0.045 0.300
H -2.693215 -1.153674 5.305365 -0.008 -0.064 0.010 0.309
H -0.378600 -3.347108 5.566663 0.000 0.011 -0.019 0.401
H 0.426038 -1.789893 5.747640 0.000 -0.087 0.006 0.311
H 1.068984 -2.985893 4.619848 -0.011 -0.009 0.011 0.264
H 2.321162 -1.730527 3.023784 0.056 0.009 0.071 -0.182
H 2.596334 -1.263874 4.704222 0.009 0.027 0.005 0.492
H 3.450575 -0.428337 3.403721 -0.031 0.012 0.018 0.564
H 1.849831 1.696569 1.544836 0.070 0.052 0.157 0.326
H 2.868590 2.005911 2.957683 -0.002 -0.001 0.031 0.598
H 1.282818 2.771086 2.828576 0.042 -0.008 -0.008 0.445
H 0.099080 0.351653 5.860034 0.023 0.067 0.015 0.347
H 0.334916 2.005150 5.295623 0.018 0.001 0.012 0.339
H 1.715369 1.071749 5.857784 -0.031 -0.025 -0.026 0.413
H -1.692974 2.127624 4.813946 0.012 0.032 -0.005 0.305
H -2.906894 0.850131 4.856083 -0.012 0.056 0.003 0.303
H -3.241710 2.354309 4.006338 0.024 -0.027 -0.012 0.435
H -0.712697 3.119703 2.194863 -0.018 0.002 -0.014 0.431
H -2.137036 2.928894 1.173317 -0.013 -0.010 0.047 0.445
H -0.626729 2.116794 0.747631 -0.070 0.109 0.037 0.049
H -4.111361 -0.114426 2.505934 -0.015 0.039 -0.008 0.556
H -3.202622 -0.505862 1.042413 -0.036 0.070 0.043 -0.308
H -3.903126 1.100757 1.243717 0.000 0.007 0.028 0.513
C -6.447321 -1.127408 -4.429120 0.034 0.008 0.018 -1.518
C -5.229017 -1.496524 -3.626235 -0.015 0.010 -0.002 1.081
C -4.041056 -1.844433 -4.265278 -0.026 -0.014 -0.009 -0.834
C -2.901932 -2.146267 -3.538658 0.039 0.051 0.014 -0.521
C -2.953800 -2.104347 -2.153961 -0.034 0.104 0.020 -0.050
C -4.126387 -1.774450 -1.491642 0.009 -0.029 -0.036 -0.151
C -5.256292 -1.471932 -2.233932 -0.007 -0.015 -0.030 -1.020
S -1.501315 -2.497655 -1.245381 0.058 -0.234 0.146 1.651
O -0.344612 -2.180351 -2.044918 0.089 0.017 -0.107 -0.522
O -1.600330 -3.884801 -0.833408 0.128 0.125 0.199 -0.981
O -1.591534 -1.565016 -0.050165 0.556 -0.165 -0.003 0.376
H -6.575565 -1.795234 -5.281262 -0.003 -0.002 0.009 0.382
H -6.354128 -0.111664 -4.819812 -0.007 -0.009 0.002 0.293
H -7.349035 -1.167788 -3.819446 0.000 -0.007 -0.009 0.366
H -4.006809 -1.875821 -5.348132 0.001 0.016 0.007 0.390
H -1.969837 -2.390583 -4.032488 -0.031 0.002 0.005 0.430
H -4.152247 -1.747732 -0.410214 -0.010 -0.004 -0.044 0.192
H -6.174581 -1.208327 -1.722712 0.006 0.003 -0.004 0.344
C 4.151474 -2.215699 0.892305 0.023 0.030 0.014 -0.611
N 3.343510 -3.307124 0.372711 -0.057 -0.019 0.053 -0.171
C 2.001294 -3.309450 0.425137 0.076 0.119 0.152 0.091
N 1.352244 -4.392926 -0.026032 -0.293 0.061 -0.056 -0.367
O 1.411228 -2.331742 0.950703 -0.164 0.015 -0.182 0.139
H 5.093112 -2.188855 0.348218 -0.012 0.005 -0.025 0.409
H 4.352015 -2.332081 1.957243 0.004 -0.029 -0.017 0.345
H 3.628727 -1.275051 0.736365 0.001 -0.025 0.025 -0.031
H 3.807383 -4.139174 0.055078 0.010 -0.016 0.001 0.196
H 1.834197 -5.035818 -0.629629 -0.038 -0.015 -0.014 0.252
H 0.341373 -4.336405 -0.131813 0.012 0.066 -0.063 0.078
C 4.549184 3.286877 -0.478363 0.001 -0.034 0.006 -1.737
C 3.071844 3.384143 -0.836322 -0.010 0.114 -0.011 1.677
C 2.355881 4.353364 0.098455 -0.020 -0.003 0.048 -1.443
C 2.913439 3.848182 -2.282966 -0.071 -0.076 0.014 -1.391
O 2.532181 2.077882 -0.620333 0.085 -0.135 -0.126 -0.211
Si 1.263643 1.287699 -1.301172 0.121 0.263 0.099 -1.123
O 0.838511 0.208565 -0.189230 -0.117 -0.132 -0.343 0.649
O 1.674970 0.704650 -2.775929 -0.147 -0.211 0.030 1.439
C 2.615722 -0.270043 -3.234241 0.081 0.061 -0.016 2.148
C 3.109976 -1.124647 -2.076122 -0.153 0.032 0.046 -1.053
C 1.913668 -1.130723 -4.277525 -0.017 0.073 -0.016 -1.683
C 3.780688 0.472552 -3.877675 0.040 0.026 0.065 -2.051
O 0.145378 2.445590 -1.595269 0.031 -0.051 0.080 0.417
C -1.035197 2.527446 -2.394517 -0.025 0.031 -0.099 1.752
C -1.924246 1.330451 -2.110721 0.046 -0.149 0.067 -1.167
C -0.661244 2.564903 -3.874086 0.056 -0.007 0.033 -1.780
C -1.722138 3.824422 -1.991373 0.002 0.018 0.033 -1.758
H 5.022727 4.269892 -0.514984 0.004 -0.018 -0.007 0.397
H 5.062728 2.623583 -1.178357 0.003 0.014 0.020 0.292
H 4.657564 2.878934 0.528108 0.004 0.019 -0.004 0.251
H 2.722739 5.371029 -0.052083 -0.004 -0.002 0.009 0.555
H 2.521858 4.068775 1.139272 -0.002 0.026 -0.059 0.215
H 1.282927 4.329927 -0.101906 0.017 0.014 0.000 0.060
H 3.427374 4.801315 -2.419372 -0.006 0.003 -0.007 0.566
H 1.859372 3.976775 -2.530558 0.043 0.021 0.010 0.077
H 3.339089 3.120363 -2.972622 0.035 -0.007 -0.012 0.163
H 2.262727 -1.643190 -1.626302 0.009 -0.025 -0.038 -0.220
H 3.575945 -0.493904 -1.314194 0.014 -0.008 -0.090 0.060
H 3.839301 -1.857454 -2.427712 0.011 -0.001 0.008 0.762
H 0.987720 -1.524863 -3.867934 -0.042 -0.064 0.044 0.127
H 2.555635 -1.962470 -4.577163 -0.008 0.024 -0.024 0.423
H 1.685403 -0.533609 -5.163506 -0.017 -0.012 0.028 0.417
H 4.327580 1.048491 -3.128835 0.002 0.006 -0.001 0.236
H 3.409771 1.156457 -4.642834 0.012 -0.016 0.004 0.366
H 4.470937 -0.234920 -4.342727 -0.002 0.019 -0.005 0.483
H -1.398564 0.418478 -2.398690 -0.034 -0.106 -0.009 -0.151
H -2.855021 1.388947 -2.677695 -0.016 -0.016 -0.004 0.726
H -2.159694 1.269551 -1.046288 -0.031 -0.001 0.003 0.026
H -0.097301 1.672176 -4.144662 -0.036 0.016 -0.002 0.088
H -0.042676 3.439146 -4.087756 -0.013 -0.007 -0.004 0.397
H -1.565292 2.616984 -4.484463 0.014 0.024 -0.008 0.510
H -1.956364 3.809879 -0.925748 -0.006 0.008 -0.049 0.184
H -2.646291 3.959539 -2.556801 0.008 0.007 0.008 0.383
H -1.063966 4.673030 -2.187925 -0.012 -0.006 0.005 0.345
```
Forces are in eV/Å.

net charge	0
electronic energy	-5489.5657	Eh
energy above the lowest of the compared OMol25 structures with the same formula, charge and spin	4.4	kcal per mole
frontier orbital gap	0.3487	Ha
E_HOMO	-9.25	eV
LUMO level	0.24	eV